Entry 1:
Here is C35H30InN10O3S2 as an isolated structure at a distorted geometry from the Open Molecules 2025 dataset. Energies are from the ωB97M-V functional and the def2-TZVPD basis.

Values from the calculation:
- 2S+1: 1
- ΔE to the lowest compared entry with this formula, charge and spin: 213.1 kJ/mol
- Total charge: +1
- LUMO level: -0.2034 hartree
- Kohn-Sham gap: 4.14 eV

Atoms and positions in Å:
In 0.428 1.113 -0.266
C 2.205 -4.123 -2.400
C 1.598 -2.955 -3.118
C 2.438 -1.855 -3.537
C 1.952 -0.758 -4.232
C 0.591 -0.700 -4.508
C -0.274 -1.706 -4.019
C 0.261 -2.835 -3.385
H 2.963 -3.725 -1.685
H 2.712 -4.847 -3.080
H 1.421 -4.722 -1.872
H 3.471 -1.866 -3.131
H 2.610 0.105 -4.492
H 0.109 0.145 -4.998
H -2.083 -2.429 -4.071
H -0.377 -3.598 -2.942
N -7.738 2.495 -3.219
C -6.382 2.407 -3.412
C -5.621 1.398 -2.771
C -4.245 1.351 -2.941
C -3.560 2.305 -3.687
C -4.318 3.315 -4.288
C -5.718 3.292 -4.267
S -1.699 2.451 -3.680
O -1.470 3.835 -4.103
O -1.639 -1.546 -4.186
N -1.197 2.215 -2.106
C -1.555 3.109 -1.131
N -0.960 2.909 0.091
C -1.308 3.643 1.177
C -2.275 4.650 1.088
C -2.799 4.824 -0.188
N -2.468 4.096 -1.269
H -8.191 1.914 -2.536
H -8.165 3.412 -3.372
H -6.159 0.695 -2.120
H -3.730 0.570 -2.370
H -3.835 4.207 -4.735
H -6.264 4.083 -4.750
H -0.798 3.407 2.100
H -2.588 5.203 1.961
H -3.589 5.531 -0.401
C 2.270 2.594 3.958
C 1.749 1.312 3.901
C 1.294 0.843 2.680
N 1.462 1.576 1.605
C 1.971 2.834 1.618
C 2.312 3.388 2.829
H 2.618 2.969 4.917
H 1.581 0.753 4.846
H 0.835 -0.132 2.522
H 2.173 3.286 0.644
H 2.745 4.399 2.849
O 2.337 1.076 -1.478
N 3.230 1.793 -0.709
C 4.437 1.287 -0.638
C 4.729 -0.088 -1.000
N 4.952 -1.169 -1.378
C 5.440 2.068 0.096
N 6.036 2.669 0.874
S 1.636 -5.329 3.270
C 1.141 -4.021 2.216
C -0.100 -3.387 2.384
C -0.446 -2.312 1.585
N 0.364 -1.823 0.610
C 1.601 -2.333 0.526
C 1.999 -3.458 1.242
C 1.645 -4.499 4.837
C 2.789 -3.858 5.279
C 2.766 -3.169 6.473
N 1.702 -3.123 7.268
C 0.610 -3.823 6.895
C 0.525 -4.551 5.704
H -0.832 -3.862 3.083
H -1.400 -1.824 1.756
H 2.301 -1.833 -0.159
H 3.029 -3.844 1.086
H 3.704 -3.882 4.712
H 3.655 -2.592 6.814
H -0.236 -3.804 7.603
H -0.378 -5.143 5.529

Table of Löwdin atomic charges, one value per atom, all in e: In 1.214; C -0.062; C -0.290; C -0.064; C -0.089; C -0.027; C -0.297; C -0.017; H 0.065; H 0.097; H 0.086; H 0.078; H 0.126; H 0.103; H 0.128; H 0.118; N 0.098; C -0.333; C -0.039; C -0.111; C -0.345; C -0.076; C -0.028; S 0.880; O -0.488; O 0.015; N -0.227; C -0.492; N -0.003; C -0.092; C -0.026; C -0.071; N 0.162; H 0.091; H 0.108; H 0.110; H 0.104; H 0.119; H 0.106; H 0.108; H 0.109; H 0.123; C -0.020; C -0.012; C -0.111; N -0.066; C -0.123; C -0.016; H 0.130; H 0.137; H 0.101; H 0.118; H 0.139; O -0.265; N -0.034; C -0.256; C -0.129; N 0.205; C -0.143; N 0.181; S 1.016; C -0.505; C -0.065; C -0.136; N 0.032; C -0.144; C -0.047; C -0.518; C -0.091; C -0.149; N 0.062; C -0.128; C -0.071; H 0.129; H 0.116; H 0.103; H 0.131; H 0.107; H 0.124; H 0.117; H 0.113



Entry 2:
Here is one molecule with the formula C4H3NO3 at a distorted geometry from the Open Molecules 2025 dataset. Energies are from the ωB97M-V functional and the def2-TZVPD basis.

Values from the calculation:
- 2S+1: 1
- ΔE to the lowest compared entry with this formula, charge and spin: 376.8 kJ/mol
- Total charge: 0
- LUMO level (spin up / spin down): -0.0281 / -0.0281 hartree
- Kohn-Sham gap (spin up / spin down): 7.90 / 7.90 eV

Atoms and positions in Å:
C 0.238 0.674 1.044
N -0.940 0.182 -1.118
C 0.179 -0.596 -1.176
C -0.838 -0.243 0.289
C 1.400 0.145 0.387
O 0.626 -1.304 -2.036
O -1.686 -0.844 0.923
O 2.479 -0.263 0.462
H -1.775 0.003 -1.675
H 0.252 0.532 2.129
H 0.065 1.713 0.771

Table of natural (NBO) atomic charges, one value per atom, all in e: C -0.615; N -0.649; C 0.471; C 0.628; C 0.686; O -0.548; O -0.531; O -0.403; H 0.413; H 0.266; H 0.282



Entry 3:
Here is a 2-piece molecular cluster, CH4IOPS overall at a distorted geometry from the Open Molecules 2025 dataset. Energies are from the ωB97M-V functional and the def2-TZVPD basis.

Values from the calculation:
- 2S+1: 1
- ΔE to the lowest compared entry with this formula, charge and spin: 397.7 kJ/mol
- Total charge: 0
- LUMO level: -0.0537 hartree
- Kohn-Sham gap: 7.08 eV

Atoms and positions in Å:
C -1.638 0.294 0.801
O 2.105 0.040 -1.802
P 3.151 0.100 0.955
S 1.631 0.462 -0.172
I -1.609 -1.538 -0.388
H -2.413 -0.001 1.518
H -2.047 0.954 0.126
H -0.606 0.322 0.923
H 1.427 -0.634 -1.961

Table of natural (NBO) atomic charges, one value per atom, all in e: C -0.656; O -0.875; P 0.125; S 0.274; I -0.013; H 0.237; H 0.212; H 0.223; H 0.473



Entry 4:
Here is an isolated ion of composition C17H21N3O6P and charge -3 at a distorted geometry from the Open Molecules 2025 dataset. Energies are from the ωB97M-V functional and the def2-TZVPD basis.

Values from the calculation:
- 2S+1: 1
- ΔE to the lowest compared entry with this formula, charge and spin: 2.3 kJ/mol
- Total charge: -3
- LUMO level: 0.2378 hartree
- Structure (SMILES): CC[C@@H](C)[C@H](NP(=O)([O-])[O-])C(=O)N[C@@H](Cc1c[nH]c2ccccc12)C(=O)[O-]
- Kohn-Sham gap: 4.29 eV

Atoms and positions in Å:
C -4.000 -0.423 -3.227
C -2.958 -0.259 -2.131
C -3.473 0.408 -0.836
C -4.571 -0.389 -0.121
C -2.306 0.739 0.193
N -1.351 1.687 -0.441
P -1.079 3.114 0.440
O -0.676 2.710 1.813
O 0.025 3.863 -0.223
O -2.329 3.898 0.468
C -1.538 -0.464 0.792
O -1.555 -1.601 0.341
N -0.574 -0.175 1.753
C 0.521 -1.071 2.123
C 1.743 -0.130 2.322
C 2.394 0.326 1.043
C 2.220 1.538 0.409
N 3.055 1.552 -0.703
C 3.787 0.349 -0.830
C 4.763 -0.075 -1.779
C 5.314 -1.378 -1.612
C 4.908 -2.204 -0.552
C 3.979 -1.741 0.399
C 3.396 -0.460 0.267
C 0.235 -1.975 3.381
O -0.843 -1.911 4.017
O 1.129 -2.804 3.636
H -4.807 -1.065 -2.858
H -4.403 0.530 -3.575
H -3.545 -0.883 -4.119
H -2.599 -1.229 -1.934
H -2.183 0.328 -2.551
H -3.905 1.370 -1.108
H -4.768 0.047 0.841
H -4.198 -1.403 0.089
H -5.483 -0.385 -0.730
H -2.779 1.221 1.068
H -0.460 1.279 -0.553
H -0.571 0.835 1.993
H 0.722 -1.745 1.291
H 1.430 0.745 2.939
H 2.487 -0.664 2.894
H 1.543 2.318 0.730
H 3.152 2.360 -1.311
H 5.067 0.568 -2.549
H 6.071 -1.738 -2.299
H 5.353 -3.207 -0.415
H 3.665 -2.404 1.216

Table of natural (NBO) atomic charges, one value per atom, all in e: C -0.595; C -0.406; C -0.200; C -0.626; C -0.132; N -0.995; P 2.488; O -1.286; O -1.285; O -1.274; C 0.682; O -0.712; N -0.651; C -0.143; C -0.429; C -0.109; C -0.004; N -0.546; C 0.118; C -0.268; C -0.267; C -0.267; C -0.222; C -0.008; C 0.753; O -0.780; O -0.830; H 0.182; H 0.183; H 0.178; H 0.211; H 0.216; H 0.206; H 0.209; H 0.219; H 0.170; H 0.234; H 0.364; H 0.462; H 0.209; H 0.231; H 0.212; H 0.315; H 0.405; H 0.189; H 0.180; H 0.186; H 0.232



Entry 5:
Here is C14H17Cl6GeIrN5O3S2Se as an isolated structure at a distorted geometry from the Open Molecules 2025 dataset. Energies are from the ωB97M-V functional and the def2-TZVPD basis.

Values from the calculation:
- 2S+1: 2
- ΔE to the lowest compared entry with this formula, charge and spin: 30.8 kJ/mol
- Total charge: +2
- LUMO level (spin up / spin down): -0.2789 / -0.3102 hartree
- Kohn-Sham gap (spin up / spin down): 6.86 / 6.38 eV

Atoms and positions in Å:
Ir -0.429 0.132 3.491
Cl 2.538 2.146 1.866
Ge 1.966 0.573 3.172
Cl 3.137 -1.114 2.519
Cl 2.770 0.996 5.109
S -0.897 2.361 2.815
C -1.684 2.450 1.265
N -2.963 2.650 1.170
C -3.541 2.878 -0.155
C -2.413 2.667 -1.179
S -0.860 2.520 -0.229
H -3.543 2.677 2.001
H -3.952 3.887 -0.198
H -4.352 2.168 -0.309
H -2.314 3.510 -1.856
H -2.545 1.746 -1.740
N 0.283 -2.705 2.701
N -0.245 -1.997 3.814
H -0.006 -3.677 2.740
H 1.294 -2.633 2.721
H 0.231 -2.238 4.683
H -1.229 -2.247 3.902
Cl -4.871 0.369 2.923
C -4.363 -0.813 1.685
Cl -4.498 -2.449 2.336
Cl -5.374 -0.646 0.264
C -2.864 -0.534 1.360
O -2.536 -0.228 0.230
O -2.108 -0.655 2.388
O -0.689 0.908 6.356
C -0.579 0.640 5.266
C 0.904 -2.756 -2.737
N 1.551 -1.470 -2.499
C 1.439 -0.700 -1.403
Se 0.363 -1.028 0.089
N 2.221 0.384 -1.574
C 2.858 0.321 -2.797
C 3.754 1.178 -3.433
C 4.195 0.784 -4.675
C 3.767 -0.423 -5.270
C 2.882 -1.269 -4.643
C 2.428 -0.867 -3.387
H 0.151 -2.921 -1.973
H 1.646 -3.551 -2.700
H 0.431 -2.742 -3.716
H 2.348 1.093 -0.866
H 4.092 2.096 -2.972
H 4.890 1.413 -5.213
H 4.157 -0.691 -6.242
H 2.562 -2.194 -5.102

Table of natural (NBO) atomic charges, one value per atom, all in e: Ir 0.530; Cl -0.358; Ge 1.136; Cl -0.376; Cl -0.353; S -0.054; C 0.012; N -0.492; C -0.240; C -0.533; S 0.420; H 0.454; H 0.240; H 0.254; H 0.259; H 0.257; N -0.657; N -0.602; H 0.385; H 0.390; H 0.399; H 0.422; Cl 0.022; C -0.222; Cl 0.063; Cl 0.083; C 0.761; O -0.631; O -0.859; O -0.348; C 0.652; C -0.420; N -0.289; C 0.168; Se 0.317; N -0.499; C 0.192; C -0.237; C -0.154; C -0.161; C -0.208; C 0.103; H 0.246; H 0.238; H 0.239; H 0.456; H 0.247; H 0.248; H 0.249; H 0.247



Entry 6:
Here is one molecule with the formula C5H10NP at a distorted geometry from the Open Molecules 2025 dataset. Energies are from the ωB97M-V functional and the def2-TZVPD basis.

Values from the calculation:
- 2S+1: 1
- ΔE to the lowest compared entry with this formula, charge and spin: 113.9 kJ/mol
- Total charge: 0
- LUMO level: 0.0416 hartree
- Structure (SMILES): CPN1CC=CC1
- Kohn-Sham gap: 9.18 eV

Atoms and positions in Å:
C 2.614 -0.380 0.124
P 1.224 0.655 -0.631
N 0.016 0.084 0.467
C -1.061 1.055 0.659
C -2.153 0.609 -0.292
C -1.871 -0.580 -0.782
C -0.664 -1.197 -0.036
H 2.562 -1.313 -0.355
H 2.879 -0.629 1.164
H 3.554 0.080 -0.410
H 1.503 1.801 0.008
H -0.760 2.126 0.541
H -1.417 0.922 1.667
H -2.914 1.265 -0.713
H -2.686 -0.954 -1.393
H -0.852 -1.951 0.671
H 0.027 -1.595 -0.687

Table of natural (NBO) atomic charges, one value per atom, all in e: C -0.931; P 0.760; N -0.706; C -0.275; C -0.201; C -0.231; C -0.245; H 0.213; H 0.234; H 0.216; H -0.074; H 0.205; H 0.201; H 0.214; H 0.222; H 0.208; H 0.193



Entry 7:
Here is C40H49N8OPdS as an isolated structure at a distorted geometry from the Open Molecules 2025 dataset. Energies are from the ωB97M-V functional and the def2-TZVPD basis.

Values from the calculation:
- 2S+1: 1
- ΔE to the lowest compared entry with this formula, charge and spin: 111.5 kJ/mol
- Total charge: +1
- LUMO level (spin up / spin down): -0.0929 / -0.0946 hartree
- Kohn-Sham gap (spin up / spin down): 7.05 / 6.67 eV

Atoms and positions in Å:
Pd 1.060 1.069 -0.254
C 1.607 -0.095 6.607
C 0.228 0.085 5.947
C -0.625 -1.142 6.254
C -0.466 1.330 6.532
C 0.420 0.289 4.458
C 1.155 1.384 3.990
C 1.343 1.552 2.636
N 0.842 0.713 1.737
C 0.108 -0.329 2.146
C -0.100 -0.568 3.500
C -0.438 -1.171 1.095
C -1.401 -2.148 1.317
C -1.887 -2.903 0.255
C -1.364 -2.623 -1.010
C -0.420 -1.627 -1.156
N 0.038 -0.923 -0.127
C -2.961 -3.965 0.415
C -4.214 -3.500 -0.346
C -3.327 -4.200 1.881
C -2.461 -5.292 -0.182
H 1.489 -0.246 7.681
H 2.241 0.780 6.461
H 2.126 -0.964 6.197
H -0.747 -1.236 7.333
H -0.156 -2.061 5.896
H -1.623 -1.059 5.816
H -0.614 1.201 7.606
H -1.442 1.486 6.069
H 0.128 2.230 6.386
H 1.589 2.101 4.670
H 1.919 2.375 2.241
H -0.671 -1.436 3.805
H -1.791 -2.308 2.312
H -1.702 -3.161 -1.885
H -0.014 -1.363 -2.126
H -4.606 -2.575 0.082
H -4.991 -4.264 -0.284
H -4.000 -3.323 -1.400
H -3.759 -3.307 2.338
H -2.461 -4.515 2.468
H -4.074 -4.992 1.945
H -2.299 -5.218 -1.258
H -3.202 -6.074 -0.014
H -1.525 -5.604 0.285
C -3.831 3.615 0.707
N -2.439 3.917 0.411
C -2.043 5.142 -0.007
C -0.754 5.409 -0.322
C 0.174 4.332 -0.189
N -0.218 3.145 0.239
C -1.534 2.867 0.509
O -1.946 1.753 0.825
N 1.466 4.488 -0.489
H -4.407 4.536 0.722
H -3.894 3.124 1.677
H -4.238 2.939 -0.047
H -2.821 5.888 -0.077
H -0.448 6.387 -0.663
H 1.812 5.366 -0.829
H 2.072 3.691 -0.470
C 3.605 -1.405 1.476
N 3.742 -1.278 0.050
C 3.698 -2.456 -0.824
C 3.907 -1.852 -2.215
N 3.715 -0.430 -1.956
C 3.681 -0.149 -0.664
S 3.615 1.425 -0.033
H 4.427 -1.999 1.877
H 2.657 -1.895 1.718
H 3.623 -0.412 1.918
H 2.726 -2.947 -0.735
H 4.473 -3.170 -0.549
H 3.171 -2.216 -2.936
H 4.907 -2.049 -2.609
H 3.860 0.284 -2.634
N 0.657 1.471 -2.081
C 0.568 1.189 -3.315
C 1.760 0.921 -4.223
C 2.857 1.788 -4.167
C 3.994 1.540 -4.921
C 4.059 0.417 -5.736
C 2.977 -0.444 -5.808
C 1.827 -0.190 -5.066
C -0.787 1.119 -3.949
C -0.966 1.312 -5.321
C -2.241 1.282 -5.875
C -3.339 1.055 -5.066
C -3.165 0.862 -3.701
C -1.900 0.894 -3.139
H 2.805 2.654 -3.519
H 4.835 2.224 -4.875
H 4.948 0.223 -6.324
H 3.024 -1.315 -6.453
H 0.978 -0.858 -5.132
H -0.109 1.495 -5.952
H -2.373 1.438 -6.939
H -4.332 1.026 -5.496
H -4.028 0.682 -3.069
H -1.758 0.760 -2.072

Here are the Löwdin charges for atoms 1 to 99, given in e: Pd 0.784; C -0.034; C -0.557; C -0.061; C -0.034; C -0.140; C 0.020; C -0.119; N -0.038; C -0.202; C 0.070; C -0.205; C 0.072; C -0.139; C 0.014; C -0.104; N 0.050; C -0.557; C -0.033; C -0.060; C -0.040; H 0.091; H 0.081; H 0.092; H 0.092; H 0.090; H 0.091; H 0.092; H 0.095; H 0.078; H 0.118; H 0.093; H 0.104; H 0.104; H 0.118; H 0.109; H 0.094; H 0.092; H 0.081; H 0.088; H 0.091; H 0.091; H 0.079; H 0.090; H 0.094; C -0.007; N -0.046; C -0.035; C 0.004; C -0.388; N 0.131; C -0.500; O 0.031; N 0.180; H 0.091; H 0.098; H 0.099; H 0.134; H 0.110; H 0.114; H 0.025; C -0.044; N -0.149; C -0.093; C -0.105; N 0.051; C -0.806; S 0.660; H 0.098; H 0.089; H 0.054; H 0.120; H 0.127; H 0.115; H 0.126; H 0.093; N -0.014; C -0.322; C -0.192; C -0.061; C -0.084; C -0.086; C -0.078; C -0.052; C -0.180; C -0.032; C -0.075; C -0.087; C -0.078; C -0.043; H 0.111; H 0.110; H 0.107; H 0.108; H 0.117; H 0.112; H 0.107; H 0.105; H 0.103



Entry 8:
Here is one molecule with the formula C4H7NO2 at a distorted geometry from the Open Molecules 2025 dataset. Energies are from the ωB97M-V functional and the def2-TZVPD basis.

Values from the calculation:
- 2S+1: 1
- ΔE to the lowest compared entry with this formula, charge and spin: 158.2 kJ/mol
- Total charge: 0
- LUMO level: 0.0256 hartree
- Structure (SMILES): C[C@H]1CNC(=O)O1
- Kohn-Sham gap: 11.44 eV

Atoms and positions in Å:
C 1.747 -0.207 -0.620
C 0.380 0.146 -0.104
C -0.902 -0.519 -0.558
N -1.784 0.287 0.317
C -1.105 0.191 1.580
O -1.531 0.312 2.686
O 0.252 0.037 1.309
H 1.974 -1.276 -0.584
H 2.504 0.331 -0.044
H 1.790 0.124 -1.662
H 0.084 1.265 -0.373
H -0.943 -1.596 -0.352
H -1.142 -0.325 -1.602
H -1.325 1.232 0.005

Table of natural (NBO) atomic charges, one value per atom, all in e: C -0.634; C 0.115; C -0.263; N -0.630; C 0.862; O -0.529; O -0.507; H 0.224; H 0.234; H 0.223; H 0.126; H 0.217; H 0.211; H 0.352